[1]
ORCA calculation (the ωB97M-V functional and the def2-TZVPD basis) on C24H33CoF6N7O8PS2 as an isolated structure.

The highest occupied orbital energy is -8.6 eV. As for the energy: -5039.34469 a.u. Its frontier orbital gap is 7.799 eV.

Cartesian coordinates (Å):
1 Co -0.327140 -0.255468 -0.373064
2 C -0.161659 3.296091 1.757844
3 C -0.239691 2.241039 0.711761
4 N 0.101562 1.021752 0.899253
5 N 0.586037 0.557614 2.075728
6 C 0.657805 -0.762896 1.992114
7 O 0.295557 -1.433689 0.966067
8 C 1.194949 -1.495323 3.162560
9 C 1.549817 -2.833415 3.026193
10 C 2.068660 -3.524347 4.110343
11 C 2.229184 -2.883840 5.330930
12 C 1.873446 -1.548290 5.468948
13 C 1.360062 -0.852382 4.387057
14 C -0.770303 2.466985 -0.641115
15 C -1.152300 3.696889 -1.149124
16 C -1.628668 3.757674 -2.451675
17 C -1.693841 2.602549 -3.209803
18 C -1.273230 1.409830 -2.640993
19 N -0.842811 1.353158 -1.388921
20 H 0.492362 2.963347 2.559274
21 H -1.154104 3.481116 2.176524
22 H 0.214120 4.233176 1.346984
23 H 1.420099 -3.313759 2.068772
24 H 2.347383 -4.564574 4.002473
25 H 2.634988 -3.424822 6.176476
26 H 1.997877 -1.049870 6.421668
27 H 1.080333 0.188158 4.477408
28 H -1.076831 4.584310 -0.537341
29 H -1.935445 4.706281 -2.872393
30 H -2.054566 2.613449 -4.228149
31 H -1.261203 0.479028 -3.191419
32 C 3.532729 -1.112519 -1.384526
33 O 2.329407 -0.864658 -0.635512
34 C 1.328909 -0.273267 -1.290661
35 O 1.412431 0.153229 -2.412828
36 H 3.902310 -2.078356 -1.051515
37 H 4.259716 -0.333910 -1.158243
38 H 3.321242 -1.127756 -2.449728
39 F 0.955833 -3.863347 -1.169962
40 C -0.276641 -4.238055 -0.860835
41 F -0.366982 -4.359770 0.461905
42 F -0.531596 -5.425747 -1.403501
43 S -1.551211 -3.000379 -1.442305
44 O -0.803267 -1.743256 -1.578719
45 O -2.576188 -3.047384 -0.445127
46 N -2.104420 -3.499398 -2.801248
47 S -1.242315 -3.509891 -4.143071
48 O -1.932619 -4.297141 -5.110358
49 O 0.161446 -3.678144 -3.917742
50 C -1.413221 -1.759863 -4.786421
51 F -2.440233 -1.117366 -4.198545
52 F -1.644895 -1.783858 -6.095185
53 F -0.309340 -1.048869 -4.563317
54 C -4.412630 -2.788702 1.906443
55 N -3.751285 -1.514196 2.147147
56 C -2.653870 -1.606290 3.115164
57 P -3.576375 -0.342859 1.008796
58 O -2.189923 -0.193929 0.504516
59 N -4.627369 -0.543969 -0.234258
60 C -4.198416 -1.000167 -1.550794
61 C -6.058506 -0.621241 0.002318
62 N -4.020297 1.044581 1.814185
63 C -4.022240 2.262101 1.019090
64 C -4.921253 1.097118 2.951539
65 H -3.680544 -3.579015 1.730347
66 H -5.054967 -2.733996 1.029307
67 H -5.024611 -3.051220 2.773220
68 H -1.849151 -2.240384 2.730531
69 H -3.031814 -2.032373 4.047139
70 H -2.245159 -0.617912 3.327641
71 H -3.126079 -0.858147 -1.657125
72 H -4.706878 -0.407350 -2.316138
73 H -4.426304 -2.058207 -1.713338
74 H -6.305614 -0.253207 0.997096
75 H -6.429593 -1.646646 -0.089049
76 H -6.589190 -0.007008 -0.730539
77 H -3.359671 2.158307 0.160408
78 H -3.678545 3.108834 1.619519
79 H -5.027540 2.497052 0.647231
80 H -4.930324 0.143304 3.470746
81 H -5.946907 1.345058 2.648710
82 H -4.588499 1.870189 3.649209

Atomic forces in eV per Å
Co -0.027 0.137 0.459
C 0.050 -0.002 0.004
C -0.016 0.155 -0.053
N 0.198 -0.121 -0.067
N 0.014 -0.021 0.036
C 0.034 -0.037 -0.052
O -0.137 -0.083 0.138
C -0.006 0.017 -0.009
C -0.022 0.034 0.051
C -0.010 -0.013 -0.007
C 0.013 -0.009 0.009
C -0.009 0.003 -0.004
C -0.013 -0.012 0.022
C 0.108 0.079 0.019
C -0.011 -0.020 0.006
C -0.001 0.029 0.005
C 0.006 0.010 -0.003
C 0.020 -0.048 -0.022
N -0.259 -0.404 -0.121
H -0.008 0.001 0.000
H -0.010 0.011 -0.002
H 0.001 -0.004 -0.004
H -0.021 -0.042 -0.077
H 0.005 0.006 -0.002
H -0.008 0.000 -0.004
H 0.001 0.000 -0.005
H 0.013 -0.004 -0.004
H -0.013 0.002 -0.003
H -0.010 -0.002 0.008
H 0.022 -0.003 -0.003
H -0.017 0.166 0.125
C -0.006 0.028 0.033
O 0.033 -0.071 0.010
C -0.021 0.223 -0.009
O 0.121 -0.023 0.000
H 0.023 0.009 0.019
H 0.005 0.012 -0.028
H 0.001 -0.013 -0.006
F -0.069 0.019 0.019
C 0.131 -0.083 0.001
F -0.008 0.035 0.082
F 0.022 0.065 -0.024
S -0.073 -0.188 0.165
O -0.082 0.192 -0.279
O 0.243 -0.161 0.096
N 0.050 0.011 0.015
S -0.022 0.024 -0.075
O 0.021 -0.002 0.051
O -0.036 -0.031 -0.016
C 0.014 -0.004 -0.046
F -0.037 -0.069 -0.098
F 0.045 0.029 0.009
F -0.076 -0.089 -0.030
C -0.033 -0.022 -0.092
N 0.128 -0.101 0.060
C -0.105 -0.007 0.025
P -0.063 -0.002 0.234
O 0.243 0.177 -0.389
N -0.061 -0.221 -0.061
C -0.140 0.052 -0.134
C 0.003 0.173 -0.114
N -0.113 -0.013 -0.023
C 0.027 0.024 0.006
C 0.029 0.031 0.012
H -0.005 0.003 -0.007
H 0.095 -0.027 0.091
H -0.001 -0.011 0.005
H 0.005 -0.003 0.010
H 0.012 0.008 0.002
H -0.003 -0.002 -0.018
H -0.175 0.079 -0.011
H -0.020 0.033 0.009
H -0.004 0.129 0.001
H 0.005 -0.019 0.028
H -0.020 0.016 -0.011
H -0.001 0.002 0.014
H 0.001 -0.015 0.030
H 0.008 0.001 0.015
H 0.003 -0.007 0.005
H 0.003 -0.013 -0.010
H 0.004 -0.003 -0.004
H 0.009 0.001 -0.001

The net atomic charges from Löwdin, expressed in e, are:
1 Co 0.52
2 C 0.00
3 C -0.22
4 N -0.02
5 N 0.14
6 C -0.40
7 O -0.05
8 C -0.14
9 C -0.01
10 C -0.07
11 C -0.09
12 C -0.08
13 C -0.03
14 C -0.19
15 C 0.00
16 C -0.04
17 C -0.01
18 C -0.06
19 N 0.07
20 H 0.08
21 H 0.09
22 H 0.08
23 H 0.11
24 H 0.10
25 H 0.10
26 H 0.10
27 H 0.11
28 H 0.11
29 H 0.11
30 H 0.12
31 H 0.10
32 C -0.03
33 O -0.06
34 C -0.44
35 O 0.07
36 H 0.09
37 H 0.09
38 H 0.09
39 F 0.15
40 C -0.66
41 F 0.14
42 F 0.15
43 S 0.65
44 O -0.32
45 O -0.27
46 N -0.28
47 S 0.61
48 O -0.26
49 O -0.27
50 C -0.65
51 F 0.10
52 F 0.14
53 F 0.13
54 C -0.09
55 N -0.29
56 C -0.08
57 P 0.55
58 O -0.25
59 N -0.28
60 C -0.10
61 C -0.10
62 N -0.29
63 C -0.10
64 C -0.11
65 H 0.08
66 H 0.06
67 H 0.09
68 H 0.09
69 H 0.09
70 H 0.08
71 H 0.04
72 H 0.09
73 H 0.09
74 H 0.07
75 H 0.08
76 H 0.09
77 H 0.06
78 H 0.08
79 H 0.09
80 H 0.07
81 H 0.08
82 H 0.08



[2]
ORCA calculation (the ωB97M-V functional and the def2-TZVPD basis) on C24H33N3O2P2Pd as an isolated structure.

The highest occupied orbital energy is -21.3 eV. As for the energy: -2058.23760 a.u. As for the total charge: +4. Its frontier orbital gap is 6.813 eV.

Cartesian coordinates (Å):
1 Pd 0.030393 -0.461358 0.047531
2 O -0.864586 -1.673881 2.085936
3 C -2.066911 -2.399147 1.799045
4 C -2.335079 -2.391100 0.319257
5 C -3.362790 -3.210459 -0.127455
6 C -3.556519 -3.421547 -1.479781
7 C -2.663881 -2.828031 -2.367659
8 C -1.687365 -2.002334 -1.868846
9 N -1.534319 -1.739072 -0.550782
10 H -0.610567 -1.827725 3.006248
11 H -2.914854 -1.974897 2.341031
12 H -1.957578 -3.437738 2.116362
13 H -3.982907 -3.715494 0.603882
14 H -4.354876 -4.062736 -1.831719
15 H -2.721223 -3.004241 -3.433473
16 H -0.964079 -1.545507 -2.530575
17 C 2.634834 -2.978447 -2.633824
18 C 2.075894 -2.392236 -1.383989
19 O 1.184458 -1.498018 -1.440716
20 N 2.563007 -2.799869 -0.216021
21 C 2.168223 -2.221038 1.060851
22 C 2.616818 -0.774624 1.211853
23 C 3.837747 -0.507301 1.806152
24 C 4.346436 0.784628 1.826660
25 C 3.614336 1.790130 1.213145
26 C 2.385964 1.479910 0.664744
27 N 1.877008 0.236182 0.687064
28 H 1.939166 -2.844667 -3.457241
29 H 2.859798 -4.037711 -2.510827
30 H 3.567633 -2.462961 -2.878123
31 H 3.319847 -3.471162 -0.226205
32 H 2.639834 -2.812431 1.843525
33 H 1.093469 -2.363526 1.202475
34 H 4.401207 -1.325204 2.237884
35 H 5.302926 0.992550 2.290323
36 H 3.981337 2.805849 1.155630
37 H 1.797420 2.236910 0.174977
38 C -2.683800 0.994700 1.828178
39 P -0.917697 1.138163 1.512869
40 C -0.123755 1.104559 3.128843
41 C -0.566908 2.701969 0.686300
42 C -0.474154 3.905890 1.371124
43 C -0.264023 5.086927 0.658854
44 C -0.138314 5.066196 -0.723480
45 C -0.211540 3.862158 -1.422261
46 C -0.431270 2.683684 -0.717764
47 P -0.651831 1.120579 -1.558723
48 C -2.366270 0.989435 -2.080560
49 C 0.414199 0.985585 -2.988950
50 H -2.955453 1.845833 2.463248
51 H -2.898725 0.082191 2.374108
52 H -3.289031 1.054870 0.926316
53 H -0.386310 2.057383 3.601181
54 H 0.959562 1.013012 3.101835
55 H -0.564389 0.322075 3.740906
56 H -0.553801 3.954754 2.450016
57 H -0.190153 6.025993 1.192825
58 H 0.026261 5.988093 -1.266983
59 H -0.097321 3.872589 -2.499648
60 H -2.506443 1.876263 -2.713562
61 H -3.068478 1.051524 -1.252879
62 H -2.559157 0.103500 -2.678507
63 H 0.014210 1.717943 -3.702980
64 H 0.385381 0.005118 -3.459273
65 H 1.438989 1.247320 -2.728374

Atomic forces in eV per Å
Pd 0.014 -0.088 -0.368
O 0.011 0.094 -0.022
C -0.002 0.103 0.006
C 0.060 -0.177 0.083
C -0.024 -0.011 -0.035
C 0.057 0.041 0.041
C -0.005 -0.005 -0.017
C 0.201 0.063 -0.120
N -0.144 0.217 0.256
H 0.015 -0.134 -0.010
H -0.012 -0.044 0.040
H -0.009 -0.011 -0.007
H -0.002 0.005 -0.001
H 0.000 -0.004 -0.007
H -0.004 -0.003 -0.002
H -0.037 -0.060 0.009
C -0.017 0.002 -0.031
C 0.247 -0.083 0.221
O -0.384 -0.112 0.155
N 0.066 0.200 -0.159
C -0.048 -0.008 0.037
C 0.172 -0.099 -0.011
C -0.013 -0.064 -0.020
C -0.030 0.040 -0.026
C 0.000 -0.038 0.009
C 0.013 -0.023 -0.108
N -0.127 -0.060 -0.074
H 0.004 -0.011 -0.008
H 0.009 0.003 0.006
H -0.002 0.002 -0.014
H -0.049 -0.064 0.007
H -0.001 0.020 0.012
H 0.022 0.039 0.016
H 0.006 0.006 0.001
H 0.001 0.006 -0.003
H 0.000 0.006 0.006
H -0.044 0.087 0.034
C 0.054 0.135 -0.069
P -0.056 -0.092 -0.087
C -0.083 0.115 0.001
C -0.138 -0.108 -0.249
C -0.017 -0.030 0.019
C 0.015 0.021 -0.099
C -0.001 0.018 0.074
C 0.020 0.007 -0.038
C -0.065 -0.152 0.343
P 0.215 0.234 0.125
C 0.043 -0.031 -0.019
C -0.023 0.133 0.046
H 0.036 0.005 0.001
H -0.036 -0.029 0.034
H 0.033 -0.043 -0.025
H 0.064 -0.013 0.022
H -0.018 0.021 -0.079
H 0.006 -0.026 0.012
H -0.034 0.004 -0.008
H -0.010 -0.002 0.003
H 0.007 -0.002 0.003
H -0.002 -0.016 -0.001
H 0.004 0.023 0.031
H 0.025 -0.003 0.036
H -0.017 0.054 -0.022
H 0.070 -0.004 -0.015
H -0.046 -0.034 0.076
H 0.011 -0.023 -0.008

The net atomic charges from natural (NBO), expressed in e, are:
1 Pd 0.86
2 O -0.78
3 C -0.11
4 C 0.21
5 C -0.21
6 C -0.06
7 C -0.21
8 C 0.03
9 N -0.48
10 H 0.53
11 H 0.22
12 H 0.25
13 H 0.27
14 H 0.28
15 H 0.28
16 H 0.22
17 C -0.72
18 C 0.74
19 O -0.74
20 N -0.55
21 C -0.29
22 C 0.19
23 C -0.20
24 C -0.06
25 C -0.20
26 C 0.04
27 N -0.46
28 H 0.26
29 H 0.28
30 H 0.29
31 H 0.45
32 H 0.28
33 H 0.22
34 H 0.27
35 H 0.29
36 H 0.28
37 H 0.23
38 C -0.98
39 P 1.36
40 C -0.98
41 C -0.45
42 C -0.10
43 C -0.13
44 C -0.13
45 C -0.15
46 C -0.47
47 P 1.51
48 C -0.99
49 C -1.00
50 H 0.31
51 H 0.27
52 H 0.27
53 H 0.30
54 H 0.28
55 H 0.28
56 H 0.24
57 H 0.28
58 H 0.28
59 H 0.25
60 H 0.31
61 H 0.28
62 H 0.29
63 H 0.31
64 H 0.30
65 H 0.30



[3]
ORCA calculation (the ωB97M-V functional and the def2-TZVPD basis) on C24H33N3O4 as an isolated structure at a distorted geometry.

The highest occupied orbital energy is -8.2 eV. As for the energy: -1398.78889 a.u. Its frontier orbital gap is 8.427 eV.

Cartesian coordinates (Å):
1 C 3.192880 3.269305 -1.589507
2 C 3.763000 1.908510 -2.198259
3 H 4.851812 1.910184 -2.091901
4 H 3.403625 1.759476 -3.274245
5 O 2.991144 0.646428 -1.687491
6 C 3.355456 0.401771 -0.274331
7 O 4.221589 0.929411 0.405690
8 C 2.681904 -0.713603 0.129639
9 C 1.626459 -1.290212 -0.831949
10 N 1.200328 -2.613830 -0.258955
11 C -0.195391 -2.688787 -0.021613
12 O -0.556272 -3.856402 0.375484
13 C -1.186543 -2.154047 -0.600198
14 N -1.076078 -0.860675 -1.290225
15 N -2.345084 -0.535156 -1.669165
16 C -3.338657 -1.268761 -0.745266
17 C -2.531433 -2.352265 -0.118060
18 H -2.983451 -3.009541 0.553490
19 C -4.623325 -0.866784 -1.039234
20 H -5.283207 -1.863241 -0.663935
21 H -5.018539 -0.655153 -2.081620
22 C -5.344233 0.184319 0.176424
23 C -6.757856 0.212902 0.103909
24 H -7.178281 0.894045 0.925316
25 H -7.149970 0.506985 -1.179674
26 H -7.055767 -0.849390 0.338414
27 C -4.683582 1.286927 -0.346894
28 H -5.011504 1.927306 -1.363698
29 H -3.686710 1.443864 -0.232064
30 H -5.007968 2.171708 0.444955
31 H -4.848033 -0.068602 0.966984
32 H -2.522613 0.227578 -2.297316
33 C 2.204576 -3.543393 -0.022744
34 H 1.647787 -4.609744 0.295023
35 C 3.200990 -3.183213 0.952605
36 C 3.853235 -1.574447 0.541241
37 H 4.535867 -1.383403 1.076405
38 H 4.364918 -1.902402 -0.161293
39 H 2.776627 -2.990961 1.959278
40 H 3.915350 -3.732040 1.095328
41 H 2.727931 -3.877809 -0.849513
42 H 0.721361 -0.544874 -0.657489
43 H 2.077974 -1.530328 -1.670306
44 C 1.996655 -0.469650 1.616827
45 C 0.743362 0.626725 1.363139
46 C -0.269206 0.033664 1.730491
47 C -1.434487 0.825617 1.668500
48 C -1.239308 2.095022 1.227871
49 C -0.077268 2.808972 0.770539
50 C 0.865556 1.941180 1.064698
51 H 1.998653 2.328090 0.758028
52 O 0.194213 4.021653 0.376045
53 C -0.700772 4.958094 0.219966
54 H -1.307390 4.984929 1.383892
55 H -1.520510 4.498491 -0.292773
56 H -0.396053 5.922500 0.183333
57 H -2.262849 2.816260 1.047087
58 H -2.581642 0.575845 1.934171
59 H -0.531837 -0.820412 2.105314
60 H 1.883114 -1.242673 2.409027
61 H 2.870195 0.108630 2.100725
62 H 3.553069 3.419025 -0.570477
63 H 3.584603 4.062988 -2.375855
64 H 1.905925 3.289758 -1.566292

Atomic forces in eV per Å
C -2.176 -0.504 -2.345
C -3.443 -0.411 -0.821
H -0.316 -0.704 0.165
H 1.048 0.792 1.304
O 3.541 2.836 3.230
C 1.989 4.055 -3.132
O -1.046 0.805 -2.142
C -2.822 -4.262 5.005
C -2.093 0.741 6.870
N -3.347 4.976 -0.924
C 10.151 -11.830 3.245
O 0.665 1.347 1.164
C -8.936 11.275 -3.937
N -2.537 -3.332 -1.276
N 0.607 -3.500 5.437
C 7.565 -0.859 -2.940
C -1.665 5.138 -3.887
H -0.076 -1.167 0.755
C -8.313 -3.655 3.103
H 1.303 2.034 -1.499
H 1.012 0.103 1.351
C 1.402 -2.104 -8.274
C -3.924 -0.628 -1.729
H 0.208 -0.683 -1.588
H 1.061 -0.764 4.375
H -0.584 1.118 -0.406
C -2.756 10.319 -0.272
H 0.498 -2.512 2.249
H 3.178 -0.594 -0.010
H 0.586 -1.054 -1.555
H 2.111 -1.964 5.242
H 0.026 0.332 0.145
C -2.727 -5.096 2.114
H 1.200 2.798 -0.537
C -5.788 10.396 1.625
C -13.401 -6.613 -2.149
H 8.085 3.991 8.794
H 4.302 -2.552 -7.841
H -0.077 -0.392 -0.516
H 7.837 -6.333 0.880
H 0.723 -0.137 -2.687
H 2.321 -1.738 -1.685
H 1.414 -0.220 -4.887
C 2.035 4.938 -1.195
C 10.494 -1.839 0.605
C -10.306 1.437 0.953
C -2.580 0.730 0.159
C -5.791 6.107 -2.294
C -2.836 -3.278 2.359
C 8.580 1.463 -2.770
H -2.735 -1.079 1.140
O 4.614 -1.089 -0.552
C -6.596 -1.811 5.430
H 1.198 0.425 -2.643
H -0.746 1.085 -1.458
H 1.302 2.582 -1.242
H 2.425 -2.190 0.842
H 3.117 0.111 -0.507
H 0.156 -5.566 1.831
H -0.868 0.061 -1.523
H -1.362 -0.434 -0.602
H 0.030 0.229 -0.293
H -0.907 -1.230 1.963
H 3.967 -0.100 -0.219

The net atomic charges from natural (NBO), expressed in e, are:
1 C -0.65
2 C -0.09
3 H 0.20
4 H 0.20
5 O -0.56
6 C 0.83
7 O -0.60
8 C -0.22
9 C -0.23
10 N -0.41
11 C 0.58
12 O -0.64
13 C 0.00
14 N -0.21
15 N -0.34
16 C 0.12
17 C -0.21
18 H 0.25
19 C -0.48
20 H 0.21
21 H 0.25
22 C -0.23
23 C -0.58
24 H 0.23
25 H 0.20
26 H 0.22
27 C -0.59
28 H 0.21
29 H 0.22
30 H 0.17
31 H 0.21
32 H 0.41
33 C -0.24
34 H 0.24
35 C -0.35
36 C -0.31
37 H 0.19
38 H 0.18
39 H 0.18
40 H 0.18
41 H 0.19
42 H 0.29
43 H 0.20
44 C -0.38
45 C -0.04
46 C -0.25
47 C -0.19
48 C -0.28
49 C 0.27
50 C -0.18
51 H 0.20
52 O -0.47
53 C -0.21
54 H 0.11
55 H 0.19
56 H 0.21
57 H 0.18
58 H 0.22
59 H 0.21
60 H 0.24
61 H 0.23
62 H 0.23
63 H 0.22
64 H 0.22



Q: What is the highest occupied orbital energy in the third record?
A: -8.2 eV